Entry 1:
{
  "formula": "C3H10Si2",
  "method": "the ωB97M-V functional and the def2-TZVPD basis",
  "elements": ["Si", "Si", "C", "C", "C", "H", "H", "H", "H", "H", "H", "H", "H", "H", "H"],
  "positions_angstrom": [[2.083456, 1.064583, -0.484563], [-1.216936, 1.001739, -0.184318], [2.097061, -0.908520, -0.275005], [-2.004418, -0.723588, 0.030264], [0.449340, 1.215987, 0.823489], [0.378083, 2.273490, 1.110298], [-1.116422, -1.354039, 0.220950], [0.517316, 0.646568, 1.743987], [-1.960807, 2.277902, -0.146746], [1.242736, -1.223811, 0.377124], [-2.385783, -1.195098, -0.894966], [1.746619, -1.294698, -1.192839], [2.997585, -1.430155, 0.003447], [-2.764211, -0.853165, 0.831140], [-0.063616, 0.502809, -1.962265]],
  "forces_ev_per_a": [[-2.24, -2.00, 2.53], [3.29, -1.94, -1.80], [-0.50, 0.41, 0.09], [-0.10, -0.19, -0.05], [-0.41, 1.89, -1.78], [0.05, -0.04, 0.25], [-0.32, 0.27, 0.38], [0.42, -0.32, -0.07], [-0.26, -0.21, -0.21], [0.91, 0.83, 0.07], [-0.11, 0.74, 0.29], [0.03, -0.58, -1.45], [0.36, 0.05, 0.16], [0.60, 0.11, -0.40], [-1.72, 0.98, 1.97]],
  "nbo_charge": [0.8172, 1.2327, -1.0622, -1.1279, -1.2941, 0.2306, 0.2439, 0.2408, -0.1729, 0.2289, 0.2585, 0.2243, 0.2280, 0.2418, -0.2895],
  "total_charge": 0,
  "e_tot_ha": -699.05831,
  "relative_energy_kj_mol": 36.6,
  "s_squared": 2.005,
  "multiplicity": 3
}

***

Entry 2:
{
  "formula": "C3H11AlBeO2P",
  "method": "the ωB97M-V functional and the def2-TZVPD basis",
  "elements": ["P", "Al", "O", "O", "C", "C", "C", "Be", "H", "H", "H", "H", "H", "H", "H", "H", "H", "H", "H"],
  "positions_angstrom": [[0.992106, 0.887872, 2.355846], [-0.351301, 1.830816, 0.612582], [0.136296, -1.330510, -2.275455], [2.333383, 0.529420, 1.686675], [-0.583795, -0.572148, -1.234245], [-0.606273, -1.431030, 0.090833], [0.213542, 0.776310, -1.067079], [-0.647562, -2.936937, -1.739341], [0.462692, -1.661616, 0.348300], [0.903746, -0.806769, -2.589164], [-1.249536, -2.361158, -0.110004], [1.290191, 0.456042, -0.883271], [-1.055927, -0.885596, 0.958930], [-1.907647, 1.603429, 0.899187], [-1.618394, -0.395099, -1.649383], [0.200110, 1.405126, -1.993316], [-0.053969, 3.374276, 0.410973], [1.173434, 1.842249, 3.400382], [0.368904, -0.324674, 2.777548]],
  "forces_ev_per_a": [[2.39, -1.04, -0.93], [-1.15, 1.18, -1.51], [-1.57, -2.86, 0.64], [-1.47, 0.32, 0.63], [-0.07, 2.97, 0.86], [1.19, 0.77, -1.42], [0.40, -1.73, 0.12], [1.55, 2.54, -0.39], [-0.96, -0.20, -0.14], [-0.03, -0.49, 0.08], [0.16, -0.10, 0.49], [-0.93, 0.42, -0.03], [-0.17, -0.56, -0.85], [0.05, -0.43, 0.20], [0.97, -0.20, 0.54], [-0.30, -0.56, 0.70], [0.36, -0.10, 0.27], [-0.44, -0.51, 0.05], [0.03, 0.57, 0.69]],
  "nbo_charge": [0.9398, 0.8897, -0.8996, -0.9549, 0.0263, -0.6941, -0.9490, 1.2745, 0.2712, 0.5808, 0.1241, 0.2373, 0.3301, -0.3471, 0.2265, 0.2601, -0.2966, 0.0261, -0.0451],
  "total_charge": 1,
  "e_tot_ha": -869.40526,
  "relative_energy_kj_mol": 64.1,
  "multiplicity": 1
}

***

Entry 3:
{
  "formula": "C3H11IN3",
  "method": "the ωB97M-V functional and the def2-TZVPD basis",
  "elements": ["I", "N", "N", "N", "C", "C", "C", "H", "H", "H", "H", "H", "H", "H", "H", "H", "H", "H"],
  "positions_angstrom": [[1.623523, 0.684675, -0.379111], [-0.775365, -1.147424, 3.740554], [1.205986, -0.440470, 2.856447], [-0.773536, 0.916446, -2.474115], [-0.357704, 0.088039, -1.501871], [-0.046331, -0.711249, 2.769516], [-0.007870, 0.937676, -3.695973], [1.619735, 0.046031, 2.019079], [-0.056671, -0.989160, -1.703755], [1.869069, -0.440062, 3.557505], [0.975404, 1.495076, -3.665218], [-0.571386, 1.254638, -4.469266], [-0.376748, -0.632133, 1.715535], [0.168278, -0.042212, -3.937233], [-0.980427, -0.030395, -0.634211], [-0.608231, -1.534418, 4.632937], [-1.813196, -1.377725, 3.494672], [-1.094531, 1.922667, -2.325493]],
  "forces_ev_per_a": [[0.14, 0.18, -0.14], [-5.67, -1.18, -1.30], [0.94, 1.65, -3.14], [-0.07, 2.36, -0.67], [0.01, -1.86, 1.14], [1.31, -0.30, -0.61], [2.28, 0.53, 1.93], [-0.67, -0.80, 0.39], [-0.21, 1.74, -0.83], [0.76, -0.43, 2.54], [-1.03, -0.44, 0.28], [-1.95, 1.64, -2.41], [-0.61, 0.22, 0.95], [0.96, -2.56, -0.59], [-0.45, 0.74, 0.22], [1.35, 0.09, 0.99], [2.63, 0.69, 0.39], [0.29, -2.27, 0.88]],
  "nbo_charge": [-0.2468, -0.7250, -0.7104, -0.5717, -0.1579, 0.3884, -0.4142, 0.4345, 0.2359, 0.4254, 0.2024, 0.2155, 0.2375, 0.2023, 0.1978, 0.4423, 0.4331, 0.4110],
  "total_charge": 1,
  "e_tot_ha": -582.59257,
  "relative_energy_kj_mol": 165.4,
  "multiplicity": 1
}

***

Entry 4:
{
  "formula": "C3H11N",
  "method": "the ωB97M-V functional and the def2-TZVPD basis",
  "elements": ["N", "C", "C", "C", "H", "H", "H", "H", "H", "H", "H", "H", "H", "H", "H"],
  "positions_angstrom": [[-0.914917, -0.644548, 0.767569], [-0.408837, 0.153497, 1.898433], [1.975360, -0.219601, -1.702476], [-1.434964, 0.231548, -0.281891], [-1.522907, -0.359242, -1.191284], [2.143334, -0.198303, -0.617679], [2.271239, 0.792827, -1.978758], [0.915182, -0.417665, -1.800151], [0.487059, 0.653907, 1.536733], [-1.133665, 0.872960, 2.290712], [-0.133316, -0.524867, 2.705522], [-2.368496, 0.750563, -0.026251], [-1.694737, -1.199172, 1.098629], [2.586040, -0.961064, -2.202769], [-0.766373, 1.069160, -0.496340]],
  "forces_ev_per_a": [[-0.15, 0.80, 0.35], [-0.05, -0.76, -0.41], [0.16, 0.59, 1.15], [0.13, 0.15, -0.08], [-0.35, 0.17, -0.14], [0.20, -0.55, -0.16], [-0.30, -0.10, -0.58], [-0.08, 0.11, -0.44], [0.03, 0.24, 0.24], [0.01, 0.20, -0.05], [0.09, 0.06, 0.03], [-0.24, -0.36, -0.02], [0.08, -0.19, -0.01], [0.03, -0.07, 0.05], [0.42, -0.32, 0.07]],
  "nbo_charge": [-0.6130, -0.4173, -0.8547, -0.4264, 0.1997, 0.2130, 0.2093, 0.2164, 0.1915, 0.1637, 0.1984, 0.1679, 0.3452, 0.2144, 0.1918],
  "total_charge": 0,
  "e_tot_ha": -175.61943,
  "relative_energy_kj_mol": 62.5,
  "smiles": "CNC.C",
  "multiplicity": 1
}

***

Entry 5:
{
  "formula": "C3H11N2",
  "method": "the ωB97M-V functional and the def2-TZVPD basis",
  "elements": ["N", "N", "C", "C", "C", "H", "H", "H", "H", "H", "H", "H", "H", "H", "H", "H"],
  "positions_angstrom": [[0.192890, 0.769518, 1.089900], [-1.762518, 0.184549, -0.757284], [1.230556, -0.220234, 0.645251], [1.862027, 0.193970, -0.680031], [-2.328348, -0.922506, -0.488121], [-1.740513, -1.792168, -0.215819], [2.605283, 0.975874, -0.634893], [0.728049, -1.163520, 0.434095], [1.061766, 0.431142, -1.380526], [-3.392310, -1.050200, -0.680133], [1.859091, -0.439910, 1.507012], [-0.227537, 0.553233, 1.994074], [-2.392365, 0.852359, -1.174217], [-0.625556, 0.603214, 0.383133], [2.357519, -0.677125, -1.108276], [0.571961, 1.701801, 1.065830]],
  "forces_ev_per_a": [[-0.98, -1.25, -0.75], [0.38, -0.73, 0.59], [0.09, -0.66, 0.03], [-0.06, -0.50, 0.19], [-0.36, 0.44, -1.14], [0.01, 0.08, 0.55], [0.00, 0.39, 0.17], [-0.39, 0.09, 0.22], [0.05, 0.26, -0.02], [0.02, -0.31, 0.05], [0.48, 0.33, -0.32], [0.48, 0.17, 0.18], [-0.36, 0.38, 0.09], [0.67, 0.82, -0.05], [0.07, -0.03, 0.12], [-0.10, 0.53, 0.08]],
  "nbo_charge": [-0.7212, -0.6733, -0.2225, -0.6431, 0.0288, 0.1815, 0.2339, 0.2118, 0.2316, 0.1894, 0.2292, 0.4298, 0.3800, 0.4595, 0.2525, 0.4319],
  "total_charge": 1,
  "e_tot_ha": -230.14672,
  "relative_energy_kj_mol": 93.6,
  "multiplicity": 1
}

***

Repeat the third record exactly.
{
  "formula": "C3H11IN3",
  "method": "the ωB97M-V functional and the def2-TZVPD basis",
  "elements": ["I", "N", "N", "N", "C", "C", "C", "H", "H", "H", "H", "H", "H", "H", "H", "H", "H", "H"],
  "positions_angstrom": [[1.623523, 0.684675, -0.379111], [-0.775365, -1.147424, 3.740554], [1.205986, -0.440470, 2.856447], [-0.773536, 0.916446, -2.474115], [-0.357704, 0.088039, -1.501871], [-0.046331, -0.711249, 2.769516], [-0.007870, 0.937676, -3.695973], [1.619735, 0.046031, 2.019079], [-0.056671, -0.989160, -1.703755], [1.869069, -0.440062, 3.557505], [0.975404, 1.495076, -3.665218], [-0.571386, 1.254638, -4.469266], [-0.376748, -0.632133, 1.715535], [0.168278, -0.042212, -3.937233], [-0.980427, -0.030395, -0.634211], [-0.608231, -1.534418, 4.632937], [-1.813196, -1.377725, 3.494672], [-1.094531, 1.922667, -2.325493]],
  "forces_ev_per_a": [[0.14, 0.18, -0.14], [-5.67, -1.18, -1.30], [0.94, 1.65, -3.14], [-0.07, 2.36, -0.67], [0.01, -1.86, 1.14], [1.31, -0.30, -0.61], [2.28, 0.53, 1.93], [-0.67, -0.80, 0.39], [-0.21, 1.74, -0.83], [0.76, -0.43, 2.54], [-1.03, -0.44, 0.28], [-1.95, 1.64, -2.41], [-0.61, 0.22, 0.95], [0.96, -2.56, -0.59], [-0.45, 0.74, 0.22], [1.35, 0.09, 0.99], [2.63, 0.69, 0.39], [0.29, -2.27, 0.88]],
  "nbo_charge": [-0.2468, -0.7250, -0.7104, -0.5717, -0.1579, 0.3884, -0.4142, 0.4345, 0.2359, 0.4254, 0.2024, 0.2155, 0.2375, 0.2023, 0.1978, 0.4423, 0.4331, 0.4110],
  "total_charge": 1,
  "e_tot_ha": -582.59257,
  "relative_energy_kj_mol": 165.4,
  "multiplicity": 1
}